Density functional theory data (the ωB97M-V functional and the def2-TZVPD basis) for a molecular structure, C2HFO2Pt at a distorted geometry.

Properties
- Maximum force: 13.76 eV/Å
- E: -12131.513 eV
- Charge: +1
- ΔE to the lowest compared entry with this formula, charge and spin: 329.59 kJ/mol
- 2S+1: 4
- ⟨S²⟩: 3.77
- Gap between HOMO and LUMO (alpha / beta): 7.643 / 8.732 eV
- HOMO (alpha / beta): -14.04 / -16.41 eV

```
7
Properties=species:S:1:pos:R:3:forces:R:3
C -0.118841 0.165862 0.367670 0.5 -1.4 0.7
C -1.343946 -0.115566 -0.342472 -0.8 -0.8 0.2
O -2.083679 -1.004708 -0.494184 0.7 0.8 0.0
Pt 2.005646 0.147594 -0.760336 12.2 -2.3 -6.0
F 0.622650 1.248752 -0.396321 -7.3 4.2 2.4
H -0.197809 0.538580 1.395096 -0.1 -0.2 -0.3
O 1.115977 -0.980515 0.230550 -5.3 -0.4 3.0
```
Forces are in eV/Å.

Density functional theory data (the ωB97M-V functional and the def2-TZVPD basis) for C2HFO3S in the gas phase at a distorted geometry.

Properties
- Maximum force: 2.36 eV/Å
- E: -21783.158 eV
- ΔE to the lowest compared entry with this formula, charge and spin: 87.85 kJ/mol
- Gap between HOMO and LUMO: 10.071 eV
- HOMO: -9.52 eV

```
8
Properties=species:S:1:pos:R:3:forces:R:3
C 0.868754 0.059466 -0.581864 -0.3 -1.1 -0.3
C 0.132760 -0.986333 -0.242383 -1.1 0.9 1.6
O -1.831045 1.584702 0.642075 -0.3 0.1 -0.4
O 0.645489 1.159391 0.174528 -0.7 0.6 1.1
O -0.756518 -0.696716 0.893670 1.5 -0.1 -1.8
F 0.051710 -2.196634 -0.739416 -0.1 0.3 0.3
S -0.702315 0.945777 1.226921 1.0 -0.7 -0.4
H 1.591164 0.130347 -1.373532 0.0 0.0 -0.1
```
Forces are in eV/Å.

Density functional theory data (the ωB97M-V functional and the def2-TZVPD basis) for a molecular structure, C2HFOPm at a distorted geometry.

Properties
- Maximum force: 3.17 eV/Å
- E: -23398.991 eV
- Charge: +1
- 2S+1: 5
- ⟨S²⟩: 6.34
- Gap between HOMO and LUMO (alpha / beta): 6.510 / 7.224 eV
- HOMO (alpha / beta): -12.47 / -12.97 eV

```
6
Properties=species:S:1:pos:R:3:forces:R:3
H 1.384975 1.655404 -1.075938 0.2 -0.8 0.3
O 0.305738 1.469986 0.642373 -0.1 -2.2 0.9
C 0.465919 -0.333164 -0.802900 -1.8 -1.9 -0.8
C 0.897796 0.891289 -0.429902 -0.9 2.9 -0.9
Pm -0.936198 -0.354430 1.171250 2.0 1.5 -1.9
F 0.519602 -0.693110 -2.160317 0.6 0.5 2.4
```
Forces are in eV/Å.

Please write out number 2 again, unchanged.
Density functional theory data (the ωB97M-V functional and the def2-TZVPD basis) for C2HFO3S in the gas phase at a distorted geometry.

Properties
- Maximum force: 2.36 eV/Å
- E: -21783.158 eV
- ΔE to the lowest compared entry with this formula, charge and spin: 87.85 kJ/mol
- Gap between HOMO and LUMO: 10.071 eV
- HOMO: -9.52 eV

```
8
Properties=species:S:1:pos:R:3:forces:R:3
C 0.868754 0.059466 -0.581864 -0.3 -1.1 -0.3
C 0.132760 -0.986333 -0.242383 -1.1 0.9 1.6
O -1.831045 1.584702 0.642075 -0.3 0.1 -0.4
O 0.645489 1.159391 0.174528 -0.7 0.6 1.1
O -0.756518 -0.696716 0.893670 1.5 -0.1 -1.8
F 0.051710 -2.196634 -0.739416 -0.1 0.3 0.3
S -0.702315 0.945777 1.226921 1.0 -0.7 -0.4
H 1.591164 0.130347 -1.373532 0.0 0.0 -0.1
```
Forces are in eV/Å.